No. 1
{
  "formula": "C39H86N2O13S",
  "method": "ωB97M-V/def2-TZVPD",
  "smiles": "CCCCCCCCCC[C@H]1[C@H](NCCCC)[C@@H](CCOC(C)=O)[C@@H](CN)OS1(=O)=O.COCCOC.COCCOC.COCCOC.COCCOC",
  "gap_ev": 9.12,
  "total_charge": 0,
  "energy_ha": -3022.732350,
  "max_force_ev_per_a": 9.226,
  "symbols": ["C", "C", "C", "C", "C", "C", "C", "C", "C", "C", "C", "C", "N", "C", "C", "C", "C", "C", "C", "C", "O", "C", "C", "O", "C", "C", "N", "O", "S", "O", "O", "H", "H", "H", "H", "H", "H", "H", "H", "H", "H", "H", "H", "H", "H", "H", "H", "H", "H", "H", "H", "H", "H", "H", "H", "H", "H", "H", "H", "H", "H", "H", "H", "H", "H", "H", "H", "H", "H", "H", "H", "H", "H", "H", "H", "H", "H", "C", "O", "C", "C", "O", "C", "H", "H", "H", "H", "H", "H", "H", "H", "H", "H", "C", "O", "C", "C", "O", "C", "H", "H", "H", "H", "H", "H", "H", "H", "H", "H", "C", "O", "C", "C", "O", "C", "H", "H", "H", "H", "H", "H", "H", "H", "H", "H", "C", "O", "C", "C", "O", "C", "H", "H", "H", "H", "H", "H", "H", "H", "H", "H"],
  "xyz": [[-3.430, 5.826, -5.790], [-2.063, 5.517, -4.906], [-2.240, 4.201, -3.897], [-0.822, 3.378, -3.869], [-0.277, 3.022, -2.342], [1.337, 2.735, -2.492], [2.153, 2.649, -1.072], [1.636, 1.451, -0.070], [1.275, 0.038, -0.822], [1.785, -1.293, 0.043], [0.487, -2.274, 0.328], [0.926, -3.791, 0.860], [1.740, -4.576, -0.141], [1.018, -4.819, -1.445], [2.028, -4.627, -2.764], [1.028, -4.114, -3.989], [0.788, -2.505, -3.729], [-0.375, -4.642, 1.475], [0.063, -5.103, 2.984], [-0.619, -6.485, 3.530], [-1.388, -7.250, 2.539], [-2.266, -8.147, 3.352], [-3.659, -7.611, 4.078], [-1.962, -9.455, 3.574], [-1.766, -3.759, 1.399], [-3.106, -4.596, 1.930], [-3.626, -5.529, 0.858], [-1.729, -2.527, 2.250], [-0.454, -1.496, 1.783], [-1.027, -0.083, 1.450], [0.527, -1.415, 2.985], [-4.386, 5.687, -5.125], [-3.431, 6.934, -6.167], [-3.531, 5.124, -6.732], [-1.933, 6.443, -4.178], [-1.133, 5.438, -5.613], [-3.027, 3.499, -4.451], [-2.629, 4.537, -2.839], [-0.843, 2.353, -4.458], [0.012, 4.089, -4.339], [-0.815, 2.020, -2.020], [-0.547, 3.834, -1.543], [1.452, 1.780, -3.180], [1.785, 3.671, -3.079], [3.278, 2.376, -1.352], [2.214, 3.694, -0.498], [2.444, 1.345, 0.790], [0.656, 1.851, 0.473], [0.085, -0.002, -0.911], [1.664, -0.011, -1.944], [2.268, -0.987, 1.089], [2.654, -1.815, -0.560], [-0.273, -2.308, -0.562], [1.657, -3.577, 1.780], [2.591, -3.987, -0.372], [0.004, -4.251, -1.574], [0.741, -5.981, -1.459], [2.880, -3.858, -2.535], [2.520, -5.651, -3.094], [-0.005, -4.666, -3.813], [1.476, -4.377, -5.040], [-0.270, -2.235, -4.149], [1.675, -1.933, -4.246], [0.849, -2.241, -2.573], [-0.540, -5.563, 0.742], [-0.228, -4.201, 3.709], [1.241, -5.234, 3.130], [-1.281, -6.195, 4.466], [0.237, -7.198, 3.957], [-3.389, -6.692, 4.779], [-4.133, -8.434, 4.789], [-4.460, -7.219, 3.308], [-2.017, -3.496, 0.262], [-3.944, -3.757, 2.069], [-2.964, -5.080, 2.986], [-4.127, -4.888, 0.171], [-2.796, -5.873, 0.289], [2.618, 6.577, -8.088], [2.927, 7.616, -7.164], [1.955, 7.712, -6.115], [2.478, 7.086, -4.819], [2.613, 5.668, -4.945], [3.968, 5.272, -5.138], [3.485, 6.425, -8.735], [2.392, 5.636, -7.582], [1.768, 6.877, -8.709], [1.005, 7.255, -6.417], [1.778, 8.778, -5.945], [1.747, 7.266, -4.023], [3.426, 7.546, -4.513], [4.522, 5.383, -4.202], [4.452, 5.854, -5.927], [3.978, 4.217, -5.427], [1.910, 5.987, 1.631], [3.110, 5.220, 1.640], [4.158, 5.849, 0.892], [5.173, 6.520, 1.821], [4.597, 7.644, 2.493], [4.253, 7.345, 3.844], [1.228, 5.563, 2.371], [2.094, 7.033, 1.886], [1.439, 5.924, 0.645], [3.750, 6.566, 0.171], [4.665, 5.058, 0.331], [6.002, 6.903, 1.217], [5.586, 5.802, 2.540], [5.162, 7.271, 4.447], [3.680, 6.418, 3.920], [3.642, 8.165, 4.230], [4.898, 1.092, 6.272], [4.523, 2.466, 6.264], [4.944, 3.133, 5.067], [3.773, 3.324, 4.100], [3.322, 2.072, 3.577], [2.125, 1.624, 4.209], [4.382, 0.602, 7.100], [4.621, 0.589, 5.342], [5.977, 1.005, 6.433], [5.768, 2.593, 4.586], [5.316, 4.117, 5.368], [4.116, 3.919, 3.247], [2.950, 3.869, 4.579], [1.281, 2.230, 3.870], [2.201, 1.669, 5.298], [1.951, 0.586, 3.914], [-6.718, -7.058, 1.368], [-7.048, -7.397, 2.711], [-8.040, -6.521, 3.260], [-9.417, -7.189, 3.282], [-9.920, -7.385, 1.957], [-9.783, -8.735, 1.523], [-6.119, -7.870, 0.948], [-7.609, -6.927, 0.750], [-6.120, -6.141, 1.355], [-8.072, -5.571, 2.712], [-7.738, -6.305, 4.289], [-10.121, -6.525, 3.794], [-9.388, -8.136, 3.835], [-10.509, -9.365, 2.043], [-8.772, -9.115, 1.694], [-9.992, -8.772, 0.450]]
}

---

No. 2
{
  "formula": "H12O8V",
  "method": "ωB97M-V/def2-TZVPD",
  "spin_multiplicity": 2,
  "gap_ev": [5.67, 7.48],
  "total_charge": 0,
  "energy_ha": -1553.116963,
  "max_force_ev_per_a": 1.907,
  "s_squared": 0.76,
  "symbols": ["O", "V", "O", "O", "H", "H", "O", "H", "H", "O", "H", "H", "O", "H", "H", "O", "H", "H", "O", "H", "H"],
  "xyz": [[0.253, 0.437, -1.452], [-0.113, 0.283, 0.118], [0.419, 1.596, 0.879], [1.393, -1.284, 0.765], [1.573, -2.092, 0.285], [1.663, -1.473, 1.664], [-1.361, -0.377, 1.923], [-2.158, -0.898, 2.024], [-1.296, 0.121, 2.738], [2.965, 1.504, 2.863], [3.874, 1.793, 2.787], [2.523, 1.903, 2.114], [-2.031, 1.346, -0.508], [-2.198, 2.269, -0.316], [-2.893, 0.931, -0.459], [-1.183, -1.803, -0.682], [-0.718, -2.608, -0.908], [-2.043, -1.899, -1.090], [0.499, 0.295, -4.572], [0.118, -0.580, -4.501], [0.715, 0.536, -3.671]]
}

---

No. 3
{
  "formula": "C28H75N2O12S2",
  "method": "ωB97M-V/def2-TZVPD",
  "gap_ev": 8.06,
  "total_charge": -1,
  "energy_ha": -2920.606456,
  "max_force_ev_per_a": 1.752,
  "symbols": ["C", "C", "C", "C", "N", "S", "O", "O", "N", "S", "O", "O", "H", "H", "H", "H", "H", "H", "H", "H", "H", "H", "H", "C", "C", "C", "O", "H", "H", "H", "H", "H", "H", "H", "H", "C", "C", "C", "O", "H", "H", "H", "H", "H", "H", "H", "H", "C", "C", "C", "O", "H", "H", "H", "H", "H", "H", "H", "H", "C", "C", "C", "O", "H", "H", "H", "H", "H", "H", "H", "H", "C", "C", "C", "O", "H", "H", "H", "H", "H", "H", "H", "H", "C", "C", "C", "O", "H", "H", "H", "H", "H", "H", "H", "H", "C", "C", "C", "O", "H", "H", "H", "H", "H", "H", "H", "H", "C", "C", "C", "O", "H", "H", "H", "H", "H", "H", "H", "H"],
  "xyz": [[3.013, -2.076, -0.231], [3.224, -0.598, 0.051], [4.664, -0.151, -0.086], [4.790, 1.362, 0.084], [5.268, 2.061, -1.135], [3.957, 2.864, -1.792], [3.595, 3.886, -0.855], [2.939, 1.881, -2.018], [4.580, 3.491, -3.140], [3.434, 4.286, -3.888], [2.371, 3.440, -4.313], [3.974, 5.067, -4.963], [3.773, -2.681, 0.243], [2.027, -2.344, 0.121], [3.011, -2.214, -1.304], [2.585, -0.041, -0.620], [2.893, -0.355, 1.058], [5.230, -0.661, 0.684], [5.035, -0.496, -1.046], [3.819, 1.741, 0.353], [5.453, 1.634, 0.894], [5.598, 1.384, -1.812], [2.882, 5.141, -3.005], [-1.384, 3.553, -4.586], [-1.828, 2.429, -3.663], [-2.075, 2.947, -2.251], [-0.841, 1.403, -3.644], [-0.445, 3.967, -4.213], [-1.195, 3.177, -5.591], [-2.127, 4.352, -4.646], [-2.741, 1.966, -4.046], [-1.157, 3.372, -1.839], [-2.380, 2.130, -1.593], [-2.851, 3.715, -2.238], [-0.010, 1.783, -3.323], [2.624, -4.149, 4.634], [2.355, -3.390, 3.345], [1.143, -2.478, 3.441], [2.166, -4.301, 2.262], [1.775, -4.795, 4.884], [3.498, -4.794, 4.524], [2.798, -3.467, 5.466], [3.229, -2.787, 3.090], [0.233, -3.054, 3.635], [1.000, -1.956, 2.500], [1.257, -1.737, 4.236], [1.405, -4.858, 2.458], [-2.300, 1.128, 2.462], [-0.878, 0.622, 2.660], [0.141, 1.733, 2.455], [-0.613, -0.455, 1.763], [-2.433, 1.502, 1.444], [-3.017, 0.319, 2.609], [-2.534, 1.933, 3.160], [-0.774, 0.209, 3.665], [0.082, 2.125, 1.436], [1.153, 1.354, 2.596], [-0.024, 2.556, 3.152], [-0.699, -0.122, 0.861], [-4.979, -3.681, 4.161], [-3.764, -2.770, 4.122], [-3.053, -2.878, 2.784], [-2.861, -3.088, 5.186], [-4.680, -4.726, 4.035], [-5.487, -3.606, 5.124], [-5.683, -3.426, 3.369], [-4.076, -1.738, 4.291], [-2.697, -3.901, 2.623], [-2.181, -2.224, 2.747], [-3.720, -2.611, 1.962], [-2.570, -3.998, 5.057], [-5.949, -2.379, -0.330], [-6.066, -3.791, 0.223], [-6.765, -4.713, -0.765], [-6.774, -3.778, 1.467], [-6.942, -1.959, -0.516], [-5.449, -1.728, 0.388], [-5.390, -2.362, -1.267], [-5.073, -4.181, 0.446], [-7.780, -4.359, -0.964], [-6.845, -5.721, -0.357], [-6.225, -4.760, -1.711], [-7.660, -3.436, 1.298], [4.781, 6.676, -8.538], [3.279, 6.901, -8.653], [2.870, 8.215, -8.000], [2.580, 5.820, -8.059], [5.075, 6.616, -7.488], [5.060, 5.732, -9.007], [5.343, 7.483, -9.014], [2.989, 6.911, -9.706], [3.115, 8.199, -6.935], [1.793, 8.363, -8.086], [3.378, 9.066, -8.461], [2.829, 5.789, -7.122], [4.725, -2.087, 9.511], [4.791, -2.758, 8.147], [6.086, -2.417, 7.424], [3.671, -2.370, 7.354], [4.755, -0.999, 9.402], [3.792, -2.338, 10.015], [5.558, -2.394, 10.145], [4.714, -3.839, 8.267], [6.155, -1.339, 7.254], [6.117, -2.902, 6.449], [6.957, -2.733, 7.999], [3.712, -1.414, 7.229], [-4.360, -1.769, -3.966], [-5.653, -0.982, -3.816], [-5.644, 0.265, -4.688], [-5.852, -0.624, -2.446], [-3.505, -1.164, -3.653], [-4.379, -2.658, -3.334], [-4.201, -2.079, -4.999], [-6.500, -1.613, -4.089], [-4.826, 0.927, -4.394], [-6.572, 0.825, -4.572], [-5.519, 0.013, -5.742], [-5.111, -0.063, -2.183]]
}